{
  "formula": "C3H25NO8",
  "method": "ωB97M-V with the def2-TZVPD basis set",
  "gap_ev": 9.318,
  "largest_force_ev_per_a": 2.132,
  "lumo_energy_ev": 0.23,
  "e_above_lowest_kcal_mol": 21.1,
  "smiles": "CN(C)C.O.O.O.O.O.O.O.O",
  "symbols": ["C", "N", "C", "C", "H", "H", "H", "H", "H", "H", "H", "H", "H", "O", "H", "H", "O", "H", "H", "O", "H", "H", "O", "H", "H", "O", "H", "H", "O", "H", "H", "O", "H", "H", "O", "H", "H"],
  "positions_angstrom": [[0.664, 2.742, 1.208], [1.049, 1.449, 0.655], [-0.140, 0.709, 0.221], [2.006, 1.523, -0.464], [-0.155, 3.223, 0.612], [1.578, 3.371, 1.249], [0.307, 2.689, 2.270], [0.115, -0.339, 0.032], [-0.918, 0.594, 0.989], [-0.583, 1.035, -0.737], [2.498, 0.525, -0.449], [2.883, 2.168, -0.277], [1.550, 1.743, -1.465], [-3.147, -2.064, -1.148], [-2.322, -1.654, -0.772], [-2.743, -2.498, -1.906], [1.898, -3.663, 0.431], [2.560, -4.233, 0.805], [2.044, -2.786, 0.789], [-3.837, 0.137, 0.825], [-3.435, -0.729, 0.636], [-3.920, 0.594, -0.015], [-1.640, 2.912, -1.918], [-1.911, 3.145, -2.818], [-1.940, 3.577, -1.289], [0.901, -1.220, 4.444], [0.670, -0.697, 3.624], [1.437, -1.875, 3.995], [2.790, -1.166, 1.676], [2.262, -0.422, 1.403], [3.713, -1.000, 1.818], [0.166, -2.696, -1.722], [0.174, -3.361, -2.409], [0.810, -2.947, -1.048], [-1.813, 0.618, -3.329], [-0.998, 0.177, -3.120], [-2.572, 0.420, -2.794]],
  "mulliken_charge": [-0.799, -0.025, -0.754, -0.854, 0.158, 0.319, 0.260, 0.130, 0.495, 0.194, 0.288, 0.392, 0.214, -0.653, 0.310, 0.298, -0.689, 0.296, 0.351, -0.615, 0.309, 0.305, -0.532, 0.279, 0.277, -0.644, 0.319, 0.323, -0.641, 0.383, 0.260, -0.545, 0.279, 0.327, -0.572, 0.262, 0.295]
}

***

{
  "formula": "C3H25NO9S2",
  "method": "ωB97M-V with the def2-TZVPD basis set",
  "gap_ev": 8.703,
  "largest_force_ev_per_a": 2.726,
  "lumo_energy_ev": -0.09,
  "smiles": "N[C@@H](CO)CSS.O.O.O.O.O.O.O.O",
  "symbols": ["N", "C", "C", "O", "C", "S", "S", "H", "H", "H", "H", "H", "H", "H", "H", "H", "O", "H", "H", "O", "H", "H", "O", "H", "H", "O", "H", "H", "O", "H", "H", "O", "H", "H", "O", "H", "H", "O", "H", "H"],
  "positions_angstrom": [[-2.113, 2.459, -0.908], [-0.778, 1.924, -1.226], [-0.103, 1.475, 0.055], [1.002, 0.621, -0.220], [-0.778, 0.869, -2.327], [-1.070, 1.341, -4.059], [-2.526, 0.157, -4.698], [-2.633, 1.667, -0.540], [-2.576, 2.849, -1.713], [-0.243, 2.755, -1.712], [0.300, 2.254, 0.697], [-0.859, 0.894, 0.574], [0.805, -0.326, -0.025], [-1.517, 0.093, -2.075], [0.174, 0.344, -2.314], [-1.839, -0.996, -4.886], [0.288, -1.818, 0.322], [1.017, -2.384, 0.613], [-0.137, -2.279, -0.413], [2.263, -0.381, -3.247], [2.601, 0.518, -3.269], [2.440, -0.667, -2.346], [1.741, 0.862, 2.664], [0.992, 0.581, 2.129], [1.588, 1.459, 3.401], [-2.936, -2.206, 1.849], [-3.396, -2.392, 2.673], [-2.014, -2.470, 2.007], [1.975, -2.231, 2.540], [2.692, -2.702, 2.969], [1.900, -1.330, 2.882], [4.019, -0.738, 0.941], [3.350, -0.119, 1.267], [3.497, -1.548, 0.896], [-0.024, 3.929, 2.965], [-0.627, 4.149, 2.250], [0.231, 3.006, 2.989], [-1.900, -3.368, -0.371], [-2.470, -3.694, 0.330], [-2.333, -2.561, -0.664]],
  "mulliken_charge": [-0.674, 0.304, -0.629, -0.472, -0.507, -0.027, -0.222, 0.271, 0.274, 0.367, 0.154, 0.424, 0.367, -0.034, 0.314, 0.156, -0.537, 0.256, 0.258, -0.638, 0.318, 0.308, -0.629, 0.368, 0.264, -0.631, 0.290, 0.340, -0.594, 0.281, 0.322, -0.645, 0.322, 0.320, -0.627, 0.326, 0.289, -0.664, 0.322, 0.315]
}

***

{
  "formula": "C3H26O9",
  "method": "ωB97M-V with the def2-TZVPD basis set",
  "charge": 1,
  "gap_ev": [9.490, 3.296],
  "largest_force_ev_per_a": 1.882,
  "lumo_energy_ev": [-3.68, -9.86],
  "s2": 0.756,
  "spin_multiplicity": 2,
  "symbols": ["C", "C", "C", "H", "H", "H", "H", "H", "H", "H", "H", "H", "H", "O", "H", "H", "O", "H", "H", "O", "H", "H", "O", "H", "H", "O", "H", "H", "O", "H", "H", "O", "H", "H", "O", "H", "H", "O"],
  "positions_angstrom": [[-0.122, 1.874, -0.591], [1.257, 2.569, -0.504], [2.100, 1.922, 0.594], [-0.161, 0.905, -0.058], [-0.580, 1.715, -1.594], [-0.879, 2.489, -0.031], [1.173, 3.630, -0.358], [1.755, 2.490, -1.502], [2.266, 0.883, 0.383], [3.075, 2.421, 0.654], [1.588, 1.926, 1.534], [-2.258, 1.299, 1.211], [-1.407, -0.027, 1.052], [-2.302, 0.336, 1.082], [1.039, -1.339, 1.860], [1.977, -2.443, 1.098], [1.372, -1.695, 1.015], [-0.558, -3.994, -0.269], [-0.042, -2.637, 0.380], [-0.715, -3.051, -0.187], [-1.406, -0.676, -3.932], [-1.540, 0.640, -3.278], [-1.072, 0.223, -4.012], [-2.991, -0.887, -0.313], [-1.556, -1.643, 0.071], [-2.184, -1.343, -0.620], [-2.016, 0.846, 3.643], [-0.795, 1.992, 3.609], [-1.332, 1.316, 3.159], [0.012, 0.319, 3.191], [0.550, -0.874, 4.079], [0.641, -0.421, 3.236], [1.652, -0.863, -0.987], [1.559, -0.321, -2.483], [1.899, -1.020, -1.912], [0.779, -2.216, -2.983], [-0.715, -2.094, -2.775], [-0.061, -2.250, -3.462]],
  "mulliken_charge": [-0.060, -0.484, -0.886, -0.317, 0.031, 0.375, 0.342, 0.290, 0.163, 0.381, 0.212, 0.360, 0.322, -0.607, 0.368, 0.277, -0.592, 0.324, 0.337, -0.655, 0.299, 0.273, -0.553, 0.414, 0.566, -0.155, 0.314, 0.318, -0.645, 0.385, 0.280, -0.659, 0.269, 0.386, -0.678, 0.361, 0.291, -0.644]
}

***

{
  "formula": "C3H29O12",
  "method": "ωB97M-V with the def2-TZVPD basis set",
  "charge": -1,
  "gap_ev": 6.978,
  "largest_force_ev_per_a": 3.778,
  "lumo_energy_ev": 2.18,
  "e_above_lowest_kcal_mol": 28.7,
  "symbols": ["C", "C", "C", "O", "H", "H", "H", "H", "H", "H", "H", "O", "H", "H", "O", "H", "H", "O", "H", "H", "O", "H", "H", "O", "H", "H", "O", "H", "H", "O", "H", "H", "O", "H", "H", "O", "H", "H", "O", "H", "H", "O", "H", "H"],
  "positions_angstrom": [[-1.008, -1.552, -0.009], [-0.381, -0.717, 1.016], [1.163, -0.715, 0.816], [-0.709, 0.597, 0.750], [-0.921, -2.627, 0.210], [-0.493, -1.354, -0.920], [-2.099, -1.316, -0.239], [-0.582, -1.067, 2.016], [1.420, -0.770, -0.230], [1.617, -1.647, 1.073], [1.786, 0.026, 1.353], [-3.319, 0.258, 1.525], [-2.410, 0.179, 1.220], [-3.406, -0.087, 2.396], [-4.119, -0.406, -1.937], [-3.363, -0.846, -2.415], [-4.344, -1.068, -1.292], [-1.962, -1.259, -3.495], [-1.620, -2.134, -3.519], [-1.882, -0.846, -4.334], [-0.744, 0.926, -1.904], [-0.634, 0.727, -0.990], [-1.365, 0.277, -2.303], [0.688, 1.109, 3.159], [0.142, 1.271, 2.383], [1.346, 0.510, 2.900], [3.942, -0.037, -0.639], [4.733, -0.189, -1.152], [3.791, -0.768, -0.014], [0.548, 2.692, 0.627], [1.494, 2.494, 0.806], [0.054, 1.871, 0.493], [-5.320, -1.363, 0.360], [-4.761, -0.806, 0.844], [-6.195, -1.437, 0.813], [2.205, 0.626, -2.558], [1.293, 0.505, -2.309], [2.689, 0.328, -1.789], [3.353, 2.272, 0.830], [3.712, 1.734, 0.171], [3.382, 3.202, 0.553], [4.178, 0.253, 2.239], [4.526, 0.152, 1.321], [3.574, 1.002, 2.175]],
  "mulliken_charge": [-1.039, 0.448, -0.717, -0.885, 0.395, 0.375, -0.154, 0.556, 0.128, 0.495, -0.439, -0.803, 0.290, 0.275, -0.643, 0.422, 0.292, -0.574, 0.239, 0.245, -0.779, 0.291, 0.433, -0.671, 0.382, 0.377, -0.770, 0.201, 0.345, -0.795, 0.452, 0.350, -0.651, 0.426, 0.287, -0.706, 0.462, 0.463, -0.682, 0.322, 0.284, -0.669, 0.359, 0.386]
}

***

{
  "formula": "C3H2AgO3",
  "method": "ωB97M-V with the def2-TZVPD basis set",
  "charge": 1,
  "gap_ev": [8.392, 4.480],
  "largest_force_ev_per_a": 2.566,
  "lumo_energy_ev": [-4.04, -10.03],
  "e_above_lowest_kcal_mol": 120.4,
  "s2": 2.003,
  "spin_multiplicity": 3,
  "symbols": ["H", "C", "C", "O", "C", "O", "O", "Ag", "H"],
  "positions_angstrom": [[0.078, 0.303, 2.165], [-0.871, -0.132, 1.220], [0.390, -0.747, 1.221], [0.995, -0.421, -0.016], [0.092, 0.162, -0.755], [-0.989, 0.459, 0.009], [0.252, 0.555, -1.888], [-0.483, 1.601, -3.499], [0.535, -1.779, 1.543]],
  "mulliken_charge": [0.340, -0.418, 0.018, -0.186, 0.799, -0.151, -0.285, 0.439, 0.444]
}

***

{
  "formula": "C3H2BBrClNO2",
  "method": "ωB97M-V with the def2-TZVPD basis set",
  "gap_ev": 10.868,
  "largest_force_ev_per_a": 1.073,
  "lumo_energy_ev": 0.01,
  "smiles": "O=C=NB(Br)CC(=O)Cl",
  "symbols": ["O", "C", "N", "B", "Br", "C", "C", "O", "Cl", "H", "H"],
  "positions_angstrom": [[1.765, 2.130, 0.334], [1.746, 1.175, -0.320], [1.609, 0.121, -0.928], [0.760, -0.863, -0.280], [1.115, -2.749, -0.599], [-0.466, -0.439, 0.653], [-1.484, 0.213, -0.292], [-1.748, -0.314, -1.321], [-2.215, 1.768, 0.171], [-0.906, -1.310, 1.144], [-0.175, 0.268, 1.438]],
  "mulliken_charge": [-0.378, 0.743, -0.448, 0.304, -0.214, -0.632, 0.515, -0.407, -0.172, 0.351, 0.335]
}

***

{
  "formula": "C3H2BiFO2",
  "method": "ωB97M-V with the def2-TZVPD basis set",
  "charge": 3,
  "gap_ev": [3.697, 4.416],
  "largest_force_ev_per_a": 7.220,
  "lumo_energy_ev": [-18.23, -18.65],
  "e_above_lowest_kcal_mol": 45.0,
  "s2": 0.979,
  "spin_multiplicity": 2,
  "symbols": ["H", "F", "O", "O", "C", "C", "C", "H", "Bi"],
  "positions_angstrom": [[0.686, -2.288, 0.623], [-0.919, 1.344, -0.341], [-1.319, 2.123, 1.647], [-0.139, -1.875, 0.306], [-0.816, 1.236, 0.963], [0.144, 0.179, 1.547], [-0.517, -0.849, 0.971], [0.382, 0.245, 2.610], [-2.137, 3.911, 1.568]],
  "mulliken_charge": [0.433, -0.099, -0.446, -0.198, 0.862, -0.179, 0.345, 0.368, 1.914]
}

***

{
  "formula": "C3H2Br3N",
  "method": "ωB97M-V with the def2-TZVPD basis set",
  "gap_ev": [6.245, 6.246],
  "largest_force_ev_per_a": 5.455,
  "lumo_energy_ev": [-2.06, -2.06],
  "e_above_lowest_kcal_mol": 64.7,
  "symbols": ["C", "C", "C", "N", "Br", "Br", "Br", "H", "H"],
  "positions_angstrom": [[-0.226, -0.328, -1.711], [-1.138, -0.442, -0.593], [0.787, 0.324, 1.158], [0.505, -0.113, -2.558], [2.351, 0.342, 0.156], [0.459, -1.082, 2.303], [0.127, 2.094, 1.576], [-1.661, 0.458, -0.322], [-1.204, -1.254, -0.009]],
  "mulliken_charge": [0.502, -0.940, -0.129, -0.381, 0.092, 0.053, 0.021, 0.319, 0.464]
}

***

{
  "formula": "C3H2Br4",
  "method": "ωB97M-V with the def2-TZVPD basis set",
  "gap_ev": [8.669, 5.484],
  "largest_force_ev_per_a": 4.272,
  "lumo_energy_ev": [-1.67, -3.33],
  "e_above_lowest_kcal_mol": 71.5,
  "symbols": ["C", "C", "C", "Br", "Br", "Br", "Br", "H", "H"],
  "positions_angstrom": [[-0.939, -0.381, -0.032], [0.317, 0.033, 0.638], [-0.055, 0.918, -0.418], [0.803, 0.222, 2.429], [2.592, -2.331, -0.151], [0.823, 0.729, -2.192], [-0.911, 2.523, -0.166], [-0.898, -1.279, -0.731], [-1.731, -0.434, 0.624]],
  "mulliken_charge": [-0.539, 0.013, 0.186, -0.009, -0.050, -0.083, -0.029, 0.188, 0.323]
}

***

{
  "formula": "C3H2Br4",
  "method": "ωB97M-V with the def2-TZVPD basis set",
  "gap_ev": [8.084, 7.530],
  "largest_force_ev_per_a": 2.864,
  "lumo_energy_ev": [-0.06, -1.88],
  "e_above_lowest_kcal_mol": 40.7,
  "s2": 2.017,
  "spin_multiplicity": 3,
  "symbols": ["C", "C", "C", "Br", "Br", "Br", "Br", "H", "H"],
  "positions_angstrom": [[-0.088, -0.074, -1.651], [1.191, 0.025, -1.556], [-0.310, -0.117, 1.556], [2.735, -0.264, -0.686], [-2.034, -1.021, 1.453], [0.284, -0.083, 3.401], [-0.393, 1.559, 0.766], [-0.694, -0.633, -1.047], [-0.691, 0.609, -2.236]],
  "mulliken_charge": [-0.357, -0.223, -0.025, -0.016, -0.033, -0.056, 0.068, 0.384, 0.258]
}

***

{
  "formula": "C3H2BrF2I",
  "method": "ωB97M-V with the def2-TZVPD basis set",
  "gap_ev": [8.535, 8.535],
  "largest_force_ev_per_a": 4.830,
  "lumo_energy_ev": [-0.28, -0.28],
  "e_above_lowest_kcal_mol": 80.4,
  "symbols": ["C", "C", "C", "F", "F", "Br", "I", "H", "H"],
  "positions_angstrom": [[1.202, -0.956, 0.890], [0.276, -0.864, -0.015], [-0.813, 1.193, -0.463], [-1.648, 0.785, -1.398], [-1.453, 1.553, 0.720], [0.299, 2.506, -1.081], [-0.991, -2.148, -0.972], [1.595, -1.982, 0.857], [1.534, -0.087, 1.462]],
  "mulliken_charge": [-0.409, -0.229, 0.326, -0.151, -0.183, -0.038, 0.160, 0.248, 0.276]
}

***

{
  "formula": "C3H2BrNO2",
  "method": "ωB97M-V with the def2-TZVPD basis set",
  "gap_ev": 9.936,
  "largest_force_ev_per_a": 2.542,
  "lumo_energy_ev": -0.43,
  "e_above_lowest_kcal_mol": 0.0,
  "smiles": "O=C1N=CO[C@H]1Br",
  "symbols": ["O", "C", "N", "C", "O", "C", "Br", "H", "H"],
  "positions_angstrom": [[0.566, -2.166, -0.477], [0.135, -1.118, -0.084], [-0.969, -0.823, 0.719], [-1.127, 0.447, 0.744], [-0.339, 1.215, -0.021], [0.611, 0.281, -0.602], [2.387, 0.765, -0.028], [-1.923, 0.996, 1.372], [0.658, 0.404, -1.623]],
  "mulliken_charge": [-0.476, 0.531, -0.513, 0.189, -0.304, 0.056, -0.108, 0.336, 0.291]
}

***

So what do the calculations give for DFT total energy? Going down the list: -21385.8869; -45104.4995; -21949.4371; -28152.4916; -13268.7239; -91971.8282; -15751.2835; -214756.4564; -283308.7938; -283307.5440; -86717.2644; -78770.1062 eV.